Molecular formula: C54H67NOSi3
Method: DFT, ωB97M-V/def2-TZVPD

The geometry in ORCA input format:
```
! wB97M-V def2-TZVPD RIJCOSX def2/J DEFGRID3
* xyz 0 1
C -0.3172 -3.4936 4.2258
C 0.0197 -3.6625 2.7676
C -1.1368 -3.4305 1.8427
N 1.1635 -3.9349 2.2920
Si 2.1166 -5.1836 3.0731
O 2.3395 -6.4959 2.0331
Si 2.0698 -7.9826 2.7679
Si 4.1216 -4.3935 3.8302
C 3.8344 -2.9665 5.0435
C 5.2791 -3.7515 2.4926
C 4.9137 -5.7786 4.8649
H -0.7562 -4.4105 4.6032
H -1.0212 -2.6723 4.3149
H 0.5591 -3.2273 4.8040
H -1.3353 -2.3683 1.7143
H -0.9655 -3.8720 0.8720
H -2.0430 -3.8446 2.2817
H 1.3529 -5.6999 4.2349
H 2.9255 -9.0167 2.1584
H 0.6550 -8.3766 2.6144
H 2.4615 -7.9137 4.1898
H 3.1291 -3.2508 5.8233
H 4.7580 -2.7170 5.5545
H 3.4365 -2.0947 4.5356
H 5.8241 -4.5804 2.0492
H 6.0406 -3.0864 2.8899
H 4.7785 -3.2113 1.6949
H 4.1541 -6.1460 5.5482
H 5.7582 -5.3682 5.4067
H 5.2023 -6.6141 4.2357
C -1.9667 2.4496 -0.3209
C -0.7767 1.7541 -0.1638
C -0.7559 0.3717 -0.2920
C -1.9259 -0.3133 -0.5869
C -3.1162 0.3836 -0.7465
C -3.1383 1.7642 -0.6100
H -1.9816 3.5272 -0.2178
H 0.1376 2.2893 0.0588
H 0.1724 -0.1718 -0.1639
H -1.9115 -1.3907 -0.6930
H -4.0285 -0.1510 -0.9782
H -4.0674 2.3069 -0.7308
C 4.6008 0.9576 8.7561
C 4.0665 0.6065 7.5236
C 2.9240 -0.1792 7.4625
C 2.3155 -0.6087 8.6340
C 2.8475 -0.2537 9.8649
C 3.9922 0.5277 9.9263
H 5.4951 1.5660 8.8037
H 4.5417 0.9447 6.6107
H 2.5083 -0.4606 6.5030
H 1.4235 -1.2204 8.5865
H 2.3700 -0.5872 10.7773
H 4.4114 0.8003 10.8861
C -5.6507 5.6319 -3.7075
C -4.3933 5.0453 -3.6863
C -3.6203 5.1039 -2.5354
C -4.1086 5.7415 -1.4032
C -5.3675 6.3254 -1.4236
C -6.1373 6.2739 -2.5771
H -6.2526 5.5885 -4.6066
H -4.0156 4.5425 -4.5672
H -2.6372 4.6509 -2.5202
H -3.5075 5.7836 -0.5034
H -5.7486 6.8214 -0.5402
H -7.1173 6.7334 -2.5949
C 4.2487 -10.9579 -1.3138
C 3.4686 -9.9784 -0.7155
C 3.8315 -8.6425 -0.8164
C 4.9713 -8.2865 -1.5235
C 5.7502 -9.2656 -2.1242
C 5.3912 -10.6017 -2.0166
H 3.9664 -11.9998 -1.2323
H 2.5766 -10.2569 -0.1690
H 3.2271 -7.8773 -0.3446
H 5.2521 -7.2444 -1.6060
H 6.6385 -8.9869 -2.6766
H 6.0013 -11.3656 -2.4811
C -7.4925 6.7813 -7.3579
C -8.1427 5.5557 -7.3213
C -8.6630 5.0107 -8.4867
C -8.5261 5.6881 -9.6902
C -7.8729 6.9123 -9.7270
C -7.3592 7.4610 -8.5605
H -7.0890 7.2079 -6.4481
H -8.2449 5.0243 -6.3832
H -9.1750 4.0574 -8.4572
H -8.9280 5.2615 -10.6004
H -7.7644 7.4390 -10.6669
H -6.8537 8.4177 -8.5885
C 3.9115 3.3396 3.8652
C 3.2478 2.1215 3.8990
C 2.7231 1.5817 2.7336
C 2.8718 2.2580 1.5312
C 3.5362 3.4760 1.4963
C 4.0529 4.0190 2.6639
H 4.3182 3.7600 4.7763
H 3.1391 1.5911 4.8366
H 2.2020 0.6327 2.7609
H 2.4692 1.8338 0.6199
H 3.6522 4.0021 0.5574
H 4.5679 4.9706 2.6372
C 7.8242 -0.6554 5.5999
C 9.1411 -0.8386 5.2016
C 10.0365 -1.4855 6.0419
C 9.6131 -1.9564 7.2771
C 8.2955 -1.7759 7.6740
C 7.4021 -1.1220 6.8373
H 7.1257 -0.1486 4.9452
H 9.4698 -0.4769 4.2358
H 11.0649 -1.6235 5.7337
H 10.3108 -2.4647 7.9303
H 7.9643 -2.1446 8.6365
H 6.3749 -0.9773 7.1480
C -10.6015 7.1398 -12.4433
C -11.2509 5.9137 -12.4071
C -11.7715 5.3689 -13.5725
C -11.6354 6.0465 -14.7759
C -10.9836 7.2711 -14.8128
C -10.4699 7.8197 -13.6461
H -10.1984 7.5658 -11.5334
H -11.3521 5.3829 -11.4687
H -12.2831 4.4155 -13.5430
H -12.0378 5.6198 -15.6856
H -10.8765 7.7988 -15.7518
H -9.9660 8.7773 -13.6742
*
```

Properties
Electronic energy, eV: -84257.412
LUMO energy, eV: 0.511

***

Molecular formula: C3H4FNO2
Method: DFT, ωB97M-V/def2-TZVPD

The geometry in ORCA input format:
```
! wB97M-V def2-TZVPD RIJCOSX def2/J DEFGRID3
* xyz 0 1
C -0.8895 0.9766 -0.0704
N 0.0727 -0.1488 0.0694
C -0.3361 -1.4427 -0.0358
O -1.4799 -1.7694 0.1354
C 1.4146 0.2946 0.0682
O 1.8452 1.4314 0.0562
F 2.2161 -0.7758 0.0425
H -0.4831 1.7531 0.7377
H -0.9870 1.2919 -1.0691
H -1.7879 0.5100 0.2893
H 0.4148 -2.1211 -0.2235
*
```

Properties
SMILES: CN(C=O)C(=O)F
Relative energy (zero: lowest compared OMol25 entry of this formula, charge and spin), eV: 0.0000
Electronic energy, eV: -11478.393
LUMO energy, eV: 0.610

***

Molecular formula: C21H45AuN2P3SSe
Method: DFT, ωB97M-V/def2-TZVPD

The geometry in ORCA input format:
```
! wB97M-V def2-TZVPD RIJCOSX def2/J DEFGRID3
* xyz 3 3
Au -1.0288 -0.2157 -0.9032
P -1.5799 -2.4755 0.3733
P 1.4565 -0.9374 1.6934
P 0.8743 -1.2332 -1.7938
H -3.3374 1.8518 -4.4893
C -3.1503 0.7696 -4.5718
C -2.7054 0.0187 -3.5568
H -2.1296 0.4844 -2.7548
C -2.8123 -2.0613 1.6656
C -0.5754 -3.6491 1.3491
C -2.5288 -3.6580 -0.6442
C 2.5251 0.5600 1.7699
C 0.9101 -0.8813 3.4649
C 2.7477 -2.2467 1.9073
C 0.4746 -1.2776 -3.5595
C 1.2370 -2.9624 -1.3511
C 2.5397 -0.5062 -1.6930
H -3.5140 0.3070 -5.4945
H -2.9452 -1.0453 -3.4967
H -3.4331 -1.2344 1.2911
H -2.2723 -1.7538 2.5765
H -3.4339 -2.9457 1.8831
H -0.1682 -3.1579 2.2385
H 0.2480 -4.0443 0.7537
H -1.1985 -4.4993 1.6558
H -3.3232 -3.1208 -1.1829
H -2.9870 -4.4035 0.0214
H -1.8472 -4.1720 -1.3388
H 3.3148 0.4018 2.5198
H 1.9172 1.4383 2.0385
H 2.9822 0.7446 0.7897
H 1.7372 -1.2334 4.1064
H 0.0264 -1.5223 3.6190
H 0.6472 0.1548 3.7281
H 3.3269 -2.0240 2.8140
H 3.4149 -2.2613 1.0351
H 2.2690 -3.2320 2.0179
H 1.3166 -1.6948 -4.1308
H 0.2422 -0.2570 -3.8928
H -0.4244 -1.8941 -3.6849
H 1.9516 -3.4355 -2.0400
H 0.3006 -3.5293 -1.3468
H 1.6691 -2.9555 -0.3419
H 3.1401 -0.8549 -2.5477
H 3.0625 -0.7890 -0.7688
H 2.4450 0.5847 -1.7350
C 1.3437 3.6981 -2.1977
C 0.0257 3.2586 -2.4414
C -0.2728 2.6056 -3.6263
C 0.7563 2.3728 -4.5545
C 2.0581 2.8659 -4.3640
C 2.3363 3.5852 -3.1966
Se 1.6682 4.3871 -0.4431
H 2.7068 3.4004 -0.0715
H -0.7616 3.3558 -1.6913
H -1.2942 2.2521 -3.8313
H 0.5265 1.8021 -5.4587
H 2.8203 2.6688 -5.1367
H 3.3369 3.9668 -3.0108
S -2.0430 1.4733 0.3939
C -1.3840 1.5963 1.9862
N -0.2991 2.3613 2.2672
C -0.1921 3.0624 3.5600
C -0.6548 2.1857 4.6954
C -1.9596 1.4702 4.4239
N -1.9925 0.9885 3.0220
H 0.1684 2.7613 1.4467
H -0.8192 3.9633 3.5011
H 0.8508 3.3205 3.7779
H -0.7978 2.8260 5.5711
H 0.1222 1.4534 4.9406
H -2.8048 2.1621 4.6051
H -2.0503 0.5966 5.0906
H -2.7760 0.4087 2.7490
*
```

Properties
Relative energy (zero: lowest compared OMol25 entry of this formula, charge and spin), eV: 0.3968
Electronic energy, eV: -133200.139
LUMO energy (alpha / beta), eV: -8.233 / -12.637

***

Molecular formula: C17H48BrNO10P2
Method: DFT, ωB97M-V/def2-TZVPD

The geometry in ORCA input format:
```
! wB97M-V def2-TZVPD RIJCOSX def2/J DEFGRID3
* xyz 0 1
C 1.2625 4.6610 0.8346
C 0.8939 3.9855 -0.5406
O 0.5938 2.5973 -0.4540
C -0.6357 2.3679 0.1974
N -1.7731 2.9055 -0.5693
P -3.0712 3.4820 0.4845
C -4.5679 3.9903 -0.5490
C -2.5432 5.0088 1.4436
C -0.7693 0.7843 0.4408
O 0.4203 0.2102 -0.0510
C 0.5087 -1.1745 0.2099
Br -0.9895 -2.2071 -0.5648
P -1.0274 0.5010 2.2812
O -1.5726 -0.8735 2.5973
O 0.5035 0.7172 2.9878
O -2.0399 1.6083 3.0097
H 0.6456 5.5839 0.9284
H 2.3339 4.9339 0.9188
H 1.0602 3.9499 1.6678
H 1.8070 4.0569 -1.1779
H 0.1171 4.5614 -1.0970
H -0.6847 2.8588 1.2019
H -2.1915 2.1746 -1.1449
H -4.6783 5.0994 -0.5723
H -5.4872 3.4889 -0.1781
H -4.4290 3.6285 -1.5954
H -1.4442 5.1794 1.3520
H -2.7403 4.9064 2.5326
H -3.0651 5.8960 1.0151
H -1.6939 0.4556 -0.0786
H 0.6689 -1.4321 1.2820
H 1.4241 -1.5256 -0.3147
H 0.4904 1.6452 3.2631
H -1.7004 1.7846 3.8979
C -0.4933 2.1954 -5.2251
C -1.3247 2.1799 -3.9567
O -1.3809 0.8644 -3.4087
H -0.9132 1.5118 -5.9655
H -0.4527 3.1983 -5.6549
H 0.5276 1.8605 -5.0215
H -2.3480 2.4942 -4.1670
H -0.9020 2.8581 -3.2075
H -0.4787 0.5913 -3.2136
C 2.2190 -1.0291 -3.2995
C 1.5886 -1.7623 -4.4683
O 2.5916 -2.2493 -5.3569
H 2.8239 -0.1921 -3.6536
H 1.4531 -0.6479 -2.6187
H 2.8859 -1.6918 -2.7409
H 0.9398 -1.0919 -5.0336
H 0.9879 -2.6083 -4.1176
H 3.1558 -2.8476 -4.8591
C -0.5399 -3.7761 -7.2522
C -0.8074 -4.8923 -6.2615
O 0.2191 -5.8778 -6.3272
H -0.4827 -4.1712 -8.2681
H -1.3274 -3.0202 -7.2121
H 0.4194 -3.2954 -7.0406
H -1.7536 -5.3853 -6.4855
H -0.8564 -4.5007 -5.2395
H 1.0511 -5.4434 -6.1197
C 3.9189 -0.9883 4.6989
C 2.9802 -2.1802 4.6936
O 1.6511 -1.7746 4.9985
H 3.9050 -0.4962 5.6732
H 4.9428 -1.2941 4.4734
H 3.6044 -0.2464 3.9598
H 3.2844 -2.9087 5.4460
H 2.9845 -2.6723 3.7149
H 1.3799 -1.1379 4.3269
C 0.2274 -3.7267 7.0200
C -0.5760 -3.7199 8.3062
O -0.5902 -5.0151 8.9044
H -0.1906 -4.4454 6.3128
H 0.2343 -2.7418 6.5564
H 1.2610 -4.0300 7.2117
H -1.6103 -3.4376 8.1084
H -0.1546 -3.0062 9.0228
H 0.3204 -5.2592 9.0883
*
```

Properties
SMILES: CCO[C@@H](NP(C)C)[C@@H](OCBr)P(=O)(O)O.CCO.CCO.CCO.CCO.CCO
Electronic energy, eV: -128991.241
LUMO energy, eV: -0.158

***

Molecular formula: C3H5N5
Method: DFT, ωB97M-V/def2-TZVPD

The geometry in ORCA input format:
```
! wB97M-V def2-TZVPD RIJCOSX def2/J DEFGRID3
* xyz 0 1
C -0.3167 0.4875 -0.2072
C 0.9786 -1.8177 0.9508
C 0.3480 -1.8403 -0.2953
H -0.2703 2.7758 0.7014
H -2.3915 2.6633 0.1371
H 1.7243 -2.6997 1.1376
H 0.7247 -2.4889 -1.3760
H -0.5784 -0.6551 -1.8834
N -0.9964 2.7771 -0.1550
N -0.9219 1.4233 -0.6557
N 0.7590 0.5889 0.8605
N 1.2431 -0.5376 1.5087
N -0.3024 -0.6767 -0.7234
*
```

Properties
Relative energy (zero: lowest compared OMol25 entry of this formula, charge and spin), eV: 8.5949
Electronic energy, eV: -10634.279
LUMO energy, eV: -0.737

***

Molecular formula: C31H36F6IIrN2OP2S
Method: DFT, ωB97M-V/def2-TZVPD

The geometry in ORCA input format:
```
! wB97M-V def2-TZVPD RIJCOSX def2/J DEFGRID3
* xyz 2 1
Ir -0.0962 -0.2309 1.0133
C 1.3056 -3.1738 1.9155
C 2.4313 -2.2362 1.4766
N 2.0992 -0.8296 1.7348
C 2.3710 -0.3710 3.1043
C 1.3960 -0.8344 4.1799
S -0.3803 -0.6385 3.7560
C -0.9825 -2.3708 3.7849
C -1.0800 -3.0552 2.4162
N -0.0085 -2.6585 1.4981
H 1.3118 -3.2719 2.9976
H 1.4956 -4.1673 1.4951
H 2.5874 -2.3541 0.4038
H 3.3567 -2.5211 1.9935
H 2.6994 -0.2642 1.1353
H 2.3563 0.7133 3.0844
H 3.3759 -0.6770 3.4215
H 1.5559 -0.2067 5.0585
H 1.5620 -1.8672 4.4725
H -1.9780 -2.3146 4.2234
H -0.3477 -2.9213 4.4761
H -2.0296 -2.7914 1.9484
H -1.0777 -4.1410 2.5789
H -0.2232 -3.0237 0.5712
I -2.9952 -0.1914 0.8327
C -3.9447 -0.1029 -1.1126
C -5.3123 -0.0357 -1.0031
C -6.1219 -0.0093 -2.1416
C -5.5330 -0.0639 -3.3705
C -4.1303 -0.1365 -3.5064
C -3.5947 -0.2139 -4.8076
C -2.2457 -0.2910 -5.0076
C -1.4001 -0.2655 -3.9023
C -1.8679 -0.1964 -2.5999
P -0.4142 -0.0972 -1.4590
C 0.3374 1.4030 -2.1713
C -0.3461 2.5929 -1.9096
C 0.1364 3.7927 -2.3959
C 1.2970 3.8134 -3.1567
C 1.9535 2.6293 -3.4516
C 1.4837 1.4256 -2.9581
C 0.5395 -1.5580 -1.9783
C 1.9261 -1.5747 -1.8213
C 2.6518 -2.6945 -2.1872
C 2.0008 -3.8225 -2.6649
C 0.6188 -3.8236 -2.7903
C -0.1126 -2.7039 -2.4370
C -3.2674 -0.1438 -2.3533
H -5.7737 -0.0073 -0.0276
H -7.1941 0.0408 -2.0323
H -6.1302 -0.0575 -4.2696
H -4.2782 -0.2124 -5.6414
H -1.8287 -0.3609 -5.9991
H -0.3338 -0.3032 -4.0774
H -1.2568 2.5716 -1.3274
H -0.3903 4.7125 -2.1905
H 1.6858 4.7508 -3.5275
H 2.8348 2.6389 -4.0777
H 2.0001 0.5114 -3.2118
H 2.4325 -0.7028 -1.4271
H 3.7308 -2.6864 -2.1134
H 2.5684 -4.7012 -2.9283
H 0.1117 -4.6928 -3.1799
H -1.1882 -2.7114 -2.5367
C 1.7841 3.1300 0.7713
O 0.7267 2.1546 0.7850
C -0.0744 2.0462 1.8984
C -1.3198 2.8893 1.9536
H 1.8365 3.5212 -0.2439
H 2.7377 2.6691 1.0325
H 1.5693 3.9330 1.4767
H -1.0523 3.9438 2.0672
H -1.9186 2.5989 2.8118
H -1.9070 2.7794 1.0469
F 0.6804 2.2299 3.0552
P 2.7471 2.9761 4.9246
F 3.2693 2.7418 3.4528
F 3.7321 3.7345 5.8211
F 2.0186 4.2822 4.4285
F 3.3907 1.5543 5.2858
F 1.4319 2.4968 5.6151
*
```

Properties
Relative energy (zero: lowest compared OMol25 entry of this formula, charge and spin), eV: 5.1743
Electronic energy, eV: -94405.432
LUMO energy (alpha / beta), eV: -6.573 / -6.536

***

Molecular formula: C17H53ClO26P5
Method: DFT, ωB97M-V/def2-TZVPD

The geometry in ORCA input format:
```
! wB97M-V def2-TZVPD RIJCOSX def2/J DEFGRID3
* xyz -1 1
Cl -0.4385 1.2216 0.2872
O -1.1981 1.9514 -0.6458
O -0.6238 -0.1641 -0.0608
O 0.9858 1.4336 0.1764
O -0.8529 1.5313 1.6398
C -3.3326 -4.8131 -0.9796
O -2.1581 -4.2493 -0.4670
P -2.0546 -3.8566 1.1292
O -2.5036 -4.8932 2.0746
O -0.5123 -3.4257 1.3758
C 0.4967 -4.3786 1.5703
O -2.8615 -2.4290 1.3118
C -2.5596 -1.3090 0.4528
H -3.6811 -4.1800 -1.7955
H -4.1740 -5.0289 -0.3211
H -3.0882 -5.7796 -1.4203
H 1.4681 -3.9374 1.7931
H 0.4996 -5.0700 0.7276
H 0.1767 -5.0562 2.3619
H -3.4621 -0.9179 -0.0170
H -1.9336 -1.7188 -0.3398
H -2.0089 -0.4564 0.8501
C 5.4266 0.5556 -1.4461
O 4.0609 0.9168 -1.8434
P 3.2424 -0.0705 -2.9211
O 3.4568 -1.5022 -2.6803
O 1.6832 0.3411 -2.6915
C 1.0843 0.4469 -1.4007
O 3.6433 0.5798 -4.3946
C 2.9336 0.0430 -5.4713
H 5.5870 0.2717 -0.4061
H 5.9290 1.4971 -1.6681
H 5.9241 -0.1585 -2.1024
H 1.8642 0.5256 -0.6433
H 0.4899 -0.4064 -1.0742
H 0.5510 1.3975 -1.4056
H 2.0061 0.5608 -5.7159
H 2.5627 -0.9794 -5.3989
H 3.5096 0.0682 -6.3963
C 0.0317 -1.1528 1.9155
O -1.1163 -0.6804 2.5446
P -1.3807 -0.9915 4.1122
O -0.2476 -1.0328 5.0099
O -2.3659 0.2723 4.5002
C -1.9626 1.6214 4.1878
O -2.3733 -2.2659 4.1021
C -3.3995 -2.3486 3.0897
H -0.2125 -1.8797 1.1408
H 0.6875 -1.7928 2.5056
H 0.5384 -0.2775 1.5091
H -1.0955 1.8536 4.8061
H -2.8253 2.2809 4.2821
H -1.7619 1.6912 3.1187
H -3.2253 -3.3477 2.6902
H -3.4403 -1.6152 2.2844
H -4.3843 -2.2526 3.5470
C 0.8468 -1.1382 0.2419
O 1.8265 -1.7442 -0.6584
P 2.9492 -2.7719 -0.0340
O 4.1723 -3.0913 -0.8301
O 3.2955 -2.1590 1.4474
C 4.1038 -1.0254 1.4564
O 1.9964 -4.0177 0.3108
C 2.0443 -5.1867 -0.4906
H 0.7463 -1.5054 1.2632
H -0.1502 -1.0340 -0.1862
H 1.2251 -0.1255 0.3816
H 4.6462 -0.8945 0.5201
H 4.9141 -1.2263 2.1573
H 3.6148 -0.1192 1.8139
H 2.8110 -5.8702 -0.1257
H 2.0873 -4.9468 -1.5530
H 1.1285 -5.7766 -0.4545
C 0.4153 3.1074 -1.7384
O 0.9967 4.0218 -0.8306
P 0.2007 5.4243 -0.4667
O -0.7413 6.0059 -1.4553
O 1.3505 6.4688 -0.0040
C 2.1596 7.1677 -0.9852
O -0.4355 4.9985 0.9713
C -1.5397 4.1331 1.0255
H -0.6735 3.1282 -1.6919
H 0.7343 2.0914 -1.5058
H 0.7307 3.3228 -2.7593
H 1.9310 6.8506 -2.0027
H 3.1845 6.8322 -0.8268
H 2.0461 8.2474 -0.8883
H -2.2295 4.2610 0.1913
H -2.1988 4.4611 1.8294
H -1.2632 3.0821 1.1100
C -3.1981 0.4595 -1.8432
O -3.0164 0.4084 -0.4277
H -2.8880 -0.5106 -2.2316
H -4.2189 0.5672 -2.2097
H -2.6049 1.2659 -2.2745
H -2.1316 0.5390 -0.0789
C -3.3483 2.9428 -0.7156
O -3.4509 4.3069 -0.8072
H -4.3296 2.5341 -0.4744
H -3.1213 2.5304 -1.6987
H -2.6192 2.7038 0.0586
H -3.6034 4.6386 0.0807
*
```

Properties
Relative energy (zero: lowest compared OMol25 entry of this formula, charge and spin), eV: 42.5063
Electronic energy, eV: -130649.082
LUMO energy, eV: 2.298